{"formula": "C3H4INO", "method": "ωB97M-V/def2-TZVPD", "e_tot_ha": -544.2411, "e_homo_ev": [-7.79, -8.15], "e_above_lowest_kj_mol": 372.4, "charge": 0, "max_force_ev_per_a": 3.40, "species": ["C", "C", "C", "N", "O", "I", "H", "H", "H", "H"], "coordinates": [[-0.273, 1.572, 0.121], [0.793, -0.472, 0.091], [-2.098, 0.152, -0.063], [-1.521, 1.290, 0.045], [0.821, 0.799, -0.003], [-4.145, -0.067, -0.002], [-0.006, 2.585, 0.332], [0.008, -1.131, -0.114], [1.678, -0.849, -0.213], [-1.606, -0.782, 0.160]], "forces_ev_per_angstrom": [[1.19, 1.19, -0.08], [-0.16, -1.99, 0.02], [0.14, -1.17, 0.62], [-0.88, 0.17, -0.10], [-1.49, 2.88, 0.63], [-0.43, 0.15, -0.17], [0.35, 0.38, -0.19], [-1.49, -0.17, 0.03], [3.08, -1.36, -0.50], [-0.32, -0.09, -0.26]], "nbo_charge": [0.310, -0.059, -0.136, -0.502, -0.379, 0.139, 0.169, 0.148, 0.146, 0.165]}